Entry from the Open Molecules 2025 dataset: a cluster of 3 separate species, C4H12N2S in total (ωB97M-V/def2-TZVPD).

Net charge: +1
HOMO energy (alpha / beta): -13.496 / -13.502 eV
ΔE to the lowest compared entry with this formula, charge and spin: 366.4 kJ/mol
Gap between HOMO and LUMO (alpha / beta): 7.91 / 5.66 eV
DFT total energy: -666.882827 Ha
Multiplicity: 2

Structure (XYZ):
```
19
Properties=species:S:1:pos:R:3:forces:R:3
H -1.44507 -1.06860 -2.86569 -0.174 0.090 -0.306
H -1.88140 0.49291 -0.29031 0.299 0.129 0.315
C 0.58855 -0.12514 2.41618 -0.678 0.172 -1.149
C 1.08021 0.93550 1.72798 0.285 0.400 -0.599
H -2.45045 -1.57522 -1.52907 0.474 0.476 0.088
H 2.55077 1.60804 0.52655 -0.013 0.480 0.323
H 0.49689 0.60882 0.12911 -0.238 0.710 -0.722
H 0.43031 1.80740 1.64182 0.010 -0.004 -0.053
C -1.51663 -1.03652 -1.78594 0.339 -0.990 -0.258
H 1.17939 -0.97555 2.71926 0.039 -0.079 0.065
C -1.58979 0.41698 -1.33152 -0.310 1.048 -0.646
H -0.24531 -1.77070 -0.30842 -0.260 -0.231 0.030
H 3.01348 0.38318 1.45760 0.025 -0.098 0.392
H -2.30052 1.02381 -1.91732 0.074 -0.504 0.102
H 0.48052 -1.30527 -1.66153 0.072 -0.536 -0.137
N 2.41814 1.20190 1.44804 0.193 -0.355 -0.606
H -0.48462 -0.10675 2.56813 0.159 -0.230 0.417
N -0.34365 -1.80228 -1.32058 -0.104 0.952 0.213
S 0.01918 1.28751 -1.62428 -0.194 -1.431 2.531
```
Forces are in eV/Å.



Entry from the Open Molecules 2025 dataset: the ion C4H12N3 with charge +1 (ωB97M-V/def2-TZVPD).

Net charge: +1
HOMO energy: -14.545 eV
SMILES: C[C@H]1C[C@@H](N)N[NH2+]1
ΔE to the lowest compared entry with this formula, charge and spin: 184.2 kJ/mol
Gap between HOMO and LUMO: 11.54 eV
DFT total energy: -323.608120 Ha

Structure (XYZ):
```
19
Properties=species:S:1:pos:R:3:forces:R:3
H -2.72691 -0.75812 0.11829 -0.078 -0.052 0.031
H 2.26777 -0.46400 1.10118 -0.037 0.201 -0.096
H 1.44804 -1.89989 -0.80061 -0.082 0.048 -0.083
H -0.27977 2.13097 -0.72985 0.204 -0.190 0.099
H 1.33911 1.72107 0.99453 -0.277 -0.041 -0.121
H -0.31645 -1.65014 0.83603 -0.125 -0.079 0.004
N 1.50581 -0.89145 -0.88607 0.275 -0.177 -0.043
H 0.19765 0.59901 -1.31602 -0.154 0.381 0.221
C -0.05936 -0.62523 1.07704 2.425 0.494 -0.982
H -0.01067 -0.49571 2.15244 -0.027 0.012 0.071
C -0.95669 0.39710 0.38378 -0.281 -0.320 0.174
H 2.38094 -0.67015 -1.35215 0.025 -0.048 0.013
C 1.44972 -0.25622 0.40877 -2.300 -0.828 1.319
N 0.03188 1.19036 -0.46876 -0.433 -0.048 -0.217
H -1.58562 -0.91431 -1.21357 0.067 -0.064 -0.050
H -2.57478 0.54820 -1.04494 -0.098 0.041 -0.066
H -1.40370 1.09179 1.09822 0.155 0.061 -0.122
C -2.02095 -0.21498 -0.50249 -0.027 0.215 -0.007
N 1.31397 1.16167 0.14420 0.766 0.392 -0.146
```
Forces are in eV/Å.



Entry from the Open Molecules 2025 dataset: the ion C4H12N3 with charge +1 (ωB97M-V/def2-TZVPD).

Net charge: +1
HOMO energy: -12.662 eV
SMILES: N/C=C(\[NH3+])CCN
ΔE to the lowest compared entry with this formula, charge and spin: 383.7 kJ/mol
Gap between HOMO and LUMO: 8.17 eV
DFT total energy: -323.532126 Ha

Structure (XYZ):
```
19
Properties=species:S:1:pos:R:3:forces:R:3
N 0.96246 0.40211 1.93615 -0.782 -1.770 0.214
H 1.69376 -0.20756 2.32118 -0.370 -0.092 0.245
H -2.99814 0.83648 -1.80300 0.058 0.203 0.291
H 1.45525 -0.62049 -0.92612 -0.651 -1.150 -1.043
C 1.10021 -1.07279 -0.00454 0.240 1.189 0.970
N -2.13816 1.37576 -1.74492 -0.215 0.457 -0.156
H 0.97533 -2.93493 0.42409 0.208 -0.196 0.714
H -0.26338 1.69112 0.28638 -0.758 -0.216 0.095
H -0.14959 0.65802 -1.83890 -0.038 0.265 -0.337
H 2.58574 -2.54404 0.43083 -0.042 0.376 -0.593
C -1.06821 0.51567 -1.27672 -0.094 -1.932 -0.882
H 1.44204 1.20707 1.52745 -0.297 0.228 0.311
N 1.65165 -2.19961 0.61537 -0.160 0.197 0.331
H -1.69728 0.67873 0.71472 0.618 -0.086 0.401
H -1.97636 1.64325 -2.71228 0.179 0.197 0.257
H -1.40951 -0.52206 -1.53706 0.815 0.345 0.721
C 0.28330 -0.26026 0.74529 1.275 0.138 -0.818
H 0.26612 0.68276 2.63760 0.538 0.077 0.117
C -0.71524 0.67076 0.20449 -0.523 1.770 -0.839
```
Forces are in eV/Å.



Entry from the Open Molecules 2025 dataset: a cluster of 2 separate species, C4H12N3 in total (ωB97M-V/def2-TZVPD).

Net charge: +1
HOMO energy: -12.488 eV
ΔE to the lowest compared entry with this formula, charge and spin: 405.4 kJ/mol
Gap between HOMO and LUMO: 8.62 eV
DFT total energy: -323.523873 Ha

Structure (XYZ):
```
19
Properties=species:S:1:pos:R:3:forces:R:3
C 2.72045 -0.91535 0.96909 1.287 -1.181 1.140
H -1.27179 -0.29793 -1.56298 -0.136 -0.599 -0.844
C 2.52093 0.85442 -0.83472 -1.049 -2.150 -1.783
H 2.20912 0.53209 -1.88544 -0.319 1.020 1.282
C -2.07424 0.87130 -0.17504 0.635 -1.005 0.731
N -1.87985 -0.27313 -0.77217 -0.679 3.034 0.485
H -2.11560 0.11354 1.65549 -0.200 -0.507 0.635
H -2.22723 -2.17968 -0.64768 -0.316 -0.851 0.026
H 3.53003 0.89019 -0.98769 3.062 -0.393 0.213
H 3.75795 -0.69316 1.30721 -0.733 0.045 -0.701
H 1.06789 -0.47606 -0.10376 -1.831 -0.715 -0.228
H -3.28953 -1.18430 0.36460 -0.104 0.040 -0.463
N -2.47249 0.85173 1.08668 -1.026 1.641 -0.126
C 2.04426 -0.18100 0.10372 1.173 -0.578 0.222
N -2.48201 -1.32367 -0.22092 0.911 -2.224 0.480
H 2.32754 1.81625 -0.53472 -1.360 2.484 0.203
H -2.83491 1.71634 1.50007 0.546 -0.706 -0.008
H 2.39236 -1.90350 1.40018 -0.289 1.464 -0.354
H -1.92287 1.78191 -0.66191 0.426 1.182 -0.911
```
Forces are in eV/Å.



Entry from the Open Molecules 2025 dataset: a cluster of 2 separate species, C4H12N3 in total (ωB97M-V/def2-TZVPD).

Net charge: +1
HOMO energy (alpha / beta): -12.087 / -11.717 eV
ΔE to the lowest compared entry with this formula, charge and spin: 760.0 kJ/mol
Gap between HOMO and LUMO (alpha / beta): 8.89 / 7.91 eV
DFT total energy: -323.388800 Ha

Structure (XYZ):
```
19
Properties=species:S:1:pos:R:3:forces:R:3
H -1.54463 0.83814 1.72919 -0.478 0.704 0.280
H -0.94962 2.53644 2.11421 -1.101 3.080 0.700
H -1.18078 0.99696 -1.75441 0.741 -0.607 1.341
C -0.75858 1.58303 1.85644 0.500 -3.642 -1.765
H 2.05499 -1.03000 -1.13216 -1.811 -0.554 -0.901
H -0.02714 -0.03595 -2.27708 1.538 -0.325 -1.118
N 0.13186 -1.91476 -1.00237 1.003 1.230 -2.061
H 0.56972 -0.00386 2.86872 -0.705 -0.268 -0.855
C -0.65569 -0.87948 -0.57898 -0.507 1.726 0.801
H 1.88048 -2.25242 -2.20571 -1.940 1.114 0.611
H 1.08059 1.54290 3.09703 0.399 1.132 -0.248
H -1.65078 -0.29689 -2.40846 -0.030 -1.140 -0.389
C 0.47079 0.98709 2.41341 1.578 -0.801 -0.069
N 1.30268 -1.44245 -1.79707 2.108 -0.793 1.537
H 0.90514 1.66369 0.00628 -0.595 -0.302 1.970
H -1.44243 -0.99355 0.23529 1.082 0.064 -1.687
N -0.89332 -0.00503 -1.79768 -2.502 1.165 0.961
C 0.38634 1.27524 0.94211 0.186 -0.375 -0.473
H 0.32037 -2.56910 -0.30876 0.533 -1.407 1.366
```
Forces are in eV/Å.



Entry from the Open Molecules 2025 dataset: the ion C4H12N3 with charge +2 (ωB97M-V/def2-TZVPD).

Net charge: +2
HOMO energy (alpha / beta): -17.636 / -17.244 eV
ΔE to the lowest compared entry with this formula, charge and spin: 239.3 kJ/mol
Gap between HOMO and LUMO (alpha / beta): 10.37 / 4.69 eV
DFT total energy: -323.126560 Ha
Multiplicity: 2

Structure (XYZ):
```
19
Properties=species:S:1:pos:R:3:forces:R:3
H -3.50577 1.16619 0.67682 0.184 0.913 -1.127
C 0.60962 -0.50196 0.08478 0.655 1.754 -0.163
H -0.27657 0.48456 1.71846 0.204 -0.323 0.038
H -2.55318 1.09720 1.91463 0.944 1.249 0.192
H 2.10581 1.38271 -2.07301 -0.136 -0.280 -0.464
C -1.84585 0.00524 0.39292 1.017 0.697 -1.065
C 0.63702 0.39654 -0.94667 1.022 -0.701 0.244
H -2.54132 -0.86306 0.32429 -0.262 0.207 0.248
H 1.73770 -0.21980 -2.59890 0.030 0.565 -0.505
H 1.84448 -1.34696 1.43991 -0.010 -0.621 0.519
H 2.09766 -1.92838 -0.15037 0.200 -0.113 0.151
N 1.85611 0.42204 -1.81057 -0.308 -0.414 0.811
H -1.69362 0.16260 -0.70145 -0.128 -0.190 0.039
H -0.62460 -1.22709 1.72454 0.106 -0.209 -0.209
N 1.71390 -1.22360 0.45925 -0.328 -0.074 -1.111
N -2.49990 1.17091 0.88859 -1.621 -3.319 1.677
H 2.66470 0.03808 -1.30288 0.029 0.103 0.362
C -0.50801 -0.37141 1.06156 -1.109 1.072 0.640
H 0.07905 1.31614 -0.99530 -0.489 -0.314 -0.275
```
Forces are in eV/Å.